Below is a single C4H5ClN2 molecule at a distorted geometry, with properties calculated with ωB97M-V/def2-TZVPD.

Values from the calculation:
SMILES = Cl[C@@H]1[C@@H]2C=NN[C@H]12
frontier orbital gap = 9.45 eV
DFT total energy = -724.97229 hartree
energy above the lowest of the compared OMol25 structures with the same formula, charge and spin = 4.444 eV

XYZ file:
```
12
Properties=species:S:1:pos:R:3:forces:R:3:mulliken_charge:R:1
C 0.76517 0.24186 1.08379 -0.1 -2.1 6.1 -0.26
C 0.33883 0.85747 -0.11905 0.5 4.4 -3.3 0.04
C -0.85777 -1.05807 -0.44854 -1.8 -0.8 -5.6 -0.17
C -0.61760 -0.09884 0.60601 -1.0 0.0 0.5 -0.17
H 0.74390 0.62179 2.21510 -0.5 1.0 -3.3 0.27
H 0.28541 2.03440 -0.13760 0.1 -2.4 0.1 0.24
H 0.56321 0.68402 -2.34593 0.4 1.9 -0.2 0.31
H -1.85112 -1.68435 -0.57340 2.4 1.0 0.8 0.31
H -1.52833 0.00703 1.25150 1.2 0.7 -0.5 0.30
N 0.64613 0.23579 -1.46716 -1.8 -1.5 2.2 -0.16
N -0.33427 -0.76733 -1.67180 -0.1 -1.4 4.6 -0.51
Cl 1.84644 -1.07377 1.60709 0.8 -0.6 -1.4 -0.19
```
Positions in Å, forces in eV/Å.

Below is a single C4H5ClN2 molecule at a distorted geometry, with properties calculated with ωB97M-V/def2-TZVPD.

Values from the calculation:
frontier orbital gap (alpha / beta) = 6.18 / 6.04 eV
DFT total energy = -724.86833 hartree
energy above the lowest of the compared OMol25 structures with the same formula, charge and spin = 7.273 eV

XYZ file:
```
12
Properties=species:S:1:pos:R:3:forces:R:3:mulliken_charge:R:1
C -0.51020 0.60972 -0.67800 -2.4 3.4 0.4 -0.26
C -1.12783 1.15721 0.54602 1.0 -1.2 -2.6 -0.12
C 0.50688 -0.19181 -0.74955 -1.9 1.2 -0.2 0.31
C 1.37423 -1.18117 -1.12950 0.6 -0.8 -3.4 -0.93
N 0.26685 -0.18952 1.86118 0.0 0.1 -1.2 -0.61
N -0.59458 0.52304 1.58815 1.2 -1.3 1.8 0.30
Cl -2.00570 0.75731 3.10531 -0.5 0.4 0.4 -0.37
H -0.92453 1.10954 -1.65667 1.0 -1.2 1.6 0.28
H -1.79145 1.96081 0.74157 -0.5 0.2 -0.4 0.42
H 1.57035 -1.63031 -0.24105 1.6 -1.4 3.1 0.36
H 1.01021 -2.06723 -1.66957 -0.9 0.3 0.0 0.34
H 2.22578 -0.85759 -1.71790 0.6 0.2 0.5 0.29
```
Positions in Å, forces in eV/Å.

Below is a single C4H5ClN2 molecule at a distorted geometry, with properties calculated with ωB97M-V/def2-TZVPD.

Values from the calculation:
SMILES = Nn1cccc1Cl
frontier orbital gap = 9.15 eV
DFT total energy = -725.03978 hartree
energy above the lowest of the compared OMol25 structures with the same formula, charge and spin = 2.608 eV

XYZ file:
```
12
Properties=species:S:1:pos:R:3:forces:R:3:mulliken_charge:R:1
C -0.81461 0.77858 -0.09587 0.2 -0.2 0.5 -0.43
C -0.70568 0.96501 1.25084 0.8 -1.4 0.4 -0.52
C 0.34878 0.05088 1.58462 2.6 -0.2 2.5 -0.28
C 0.95107 -0.44468 0.48934 -1.6 -1.2 -3.0 0.24
H -0.49921 -1.53915 -2.02028 1.7 3.0 0.3 0.26
H 0.17440 0.14837 -2.63325 -0.4 -2.9 2.0 0.27
H -1.51276 1.21140 -0.70556 -1.5 0.9 -1.7 0.48
H -1.30373 1.54463 1.97090 0.4 -0.3 -0.9 0.35
H 0.91931 -0.27062 2.48407 -1.2 0.9 0.0 0.30
N 0.19224 -0.67607 -1.88450 -1.1 1.0 -1.4 -0.68
N 0.12263 -0.08264 -0.60229 0.6 -0.3 0.5 0.20
Cl 2.12756 -1.68570 0.16198 -0.4 0.7 0.7 -0.18
```
Positions in Å, forces in eV/Å.

Below is a single C4H5ClN2O molecule at a distorted geometry, with properties calculated with ωB97M-V/def2-TZVPD.

Values from the calculation:
SMILES = O=C1C=C(Cl)CNN1
frontier orbital gap = 9.59 eV
DFT total energy = -800.31960 hartree
energy above the lowest of the compared OMol25 structures with the same formula, charge and spin = 1.632 eV

XYZ file:
```
13
Properties=species:S:1:pos:R:3:forces:R:3:mulliken_charge:R:1
C 1.18074 -0.44736 -0.02333 1.4 0.3 -0.4 0.31
C 0.34591 -1.47078 -0.12580 -0.8 2.2 -0.1 -0.53
C -1.09195 -1.08068 -0.01191 0.0 -1.3 -0.8 0.30
C 0.80815 1.02766 0.10794 -0.5 -0.5 1.1 -0.37
H 0.66312 -2.44836 -0.39827 -0.1 -0.7 0.2 0.44
H -2.33242 0.47489 0.05757 -0.6 -0.1 -0.2 0.27
H -0.83973 2.16706 -0.05083 0.2 -1.0 -0.4 0.29
H 1.52202 1.72695 -0.32218 0.1 -0.4 -0.2 0.38
H 0.70386 1.24686 1.18229 0.6 -0.1 0.1 0.30
N -1.36551 0.24762 0.13141 0.2 0.7 0.5 -0.11
N -0.52082 1.26105 -0.45230 0.0 0.2 -0.2 -0.46
O -1.98001 -1.91488 -0.04252 0.0 0.2 0.3 -0.62
Cl 2.90664 -0.79005 -0.05207 -0.4 0.4 0.0 -0.20
```
Positions in Å, forces in eV/Å.

Below is a single C4H5ClN2S molecule at a distorted geometry, with properties calculated with ωB97M-V/def2-TZVPD.

Values from the calculation:
SMILES = [H]/N=C(/N)C(=S)/C=C\Cl
frontier orbital gap = 7.65 eV
DFT total energy = -1123.26223 hartree
energy above the lowest of the compared OMol25 structures with the same formula, charge and spin = 1.375 eV

XYZ file:
```
13
Properties=species:S:1:pos:R:3:forces:R:3:mulliken_charge:R:1
C -0.49966 -0.76952 1.73414 -1.2 -1.3 1.3 0.55
C -0.13062 -0.45830 0.32202 0.3 -1.0 -0.3 0.16
C 1.19386 0.13287 0.19625 1.5 1.5 -0.3 -0.36
C 1.56469 1.14852 -0.63186 -0.3 -0.6 0.0 -0.26
H -1.68570 -2.07017 2.93169 0.6 0.6 -0.8 0.25
H -1.60183 -2.52497 1.25018 0.3 1.0 0.7 0.16
H 0.48331 0.71434 2.36058 -0.5 -0.9 0.6 0.29
H 1.99720 -0.18353 0.92268 -1.2 0.6 -0.6 0.38
H 2.47925 1.71811 -0.46921 -0.1 -0.5 -0.1 0.34
N -1.37575 -1.83147 1.98108 0.1 -0.4 -0.8 -0.42
N -0.06556 -0.09686 2.72562 0.6 1.2 -0.4 -0.72
S -1.05027 -0.90416 -0.92225 -0.3 0.1 -0.3 -0.24
Cl 0.73245 1.76410 -2.05354 0.2 -0.3 1.1 -0.13
```
Positions in Å, forces in eV/Å.

Below is a single C4H5ClO molecule at a distorted geometry, with properties calculated with ωB97M-V/def2-TZVPD.

Values from the calculation:
SMILES = C=CO/C=C\Cl
frontier orbital gap = 9.66 eV
DFT total energy = -690.77569 hartree
energy above the lowest of the compared OMol25 structures with the same formula, charge and spin = 1.235 eV

XYZ file:
```
11
Properties=species:S:1:pos:R:3:forces:R:3:mulliken_charge:R:1
C 2.22459 0.55444 0.15904 -1.2 1.1 -0.7 -0.33
C 0.92504 0.82214 -0.09186 1.1 -1.3 0.7 0.00
C -1.26749 -0.06072 -0.14528 1.8 1.6 -0.8 0.10
C -1.99284 -1.08406 0.11893 -0.3 -3.2 0.5 -0.72
H 2.90784 1.35707 0.41216 0.0 -0.2 -0.2 0.33
H 0.52320 1.82696 -0.08521 -0.1 0.0 0.2 0.27
H -1.65150 0.93734 -0.35860 0.1 -0.1 0.2 0.25
H -3.02651 -0.97933 0.13711 -1.7 0.2 0.1 0.28
H -1.61074 -2.12856 0.24641 -0.1 1.3 -0.1 0.23
O 0.08738 -0.24191 -0.29092 0.2 0.8 -0.3 -0.26
Cl 2.88104 -1.00338 -0.10177 0.2 -0.2 0.3 -0.16
```
Positions in Å, forces in eV/Å.

Below is a single C4H5ClO molecule at a distorted geometry, with properties calculated with ωB97M-V/def2-TZVPD.

Values from the calculation:
SMILES = C=C1O[C@]1(C)Cl
frontier orbital gap = 10.76 eV
DFT total energy = -690.76146 hartree
energy above the lowest of the compared OMol25 structures with the same formula, charge and spin = 1.623 eV

XYZ file:
```
11
Properties=species:S:1:pos:R:3:forces:R:3:mulliken_charge:R:1
C -0.17538 0.56467 -0.71193 -1.4 -0.6 -0.3 0.09
C 0.38160 1.27071 -1.64751 0.5 2.0 -0.2 -0.81
C -0.49255 -0.05851 0.49642 -0.1 -1.8 1.4 1.07
C 0.29576 -1.24462 1.06408 0.4 1.9 -1.9 -1.30
O -1.30536 -0.30741 -0.66462 1.4 0.7 0.1 -0.43
Cl -1.29937 0.76174 1.83680 -0.1 0.4 -0.2 -0.21
H -0.15493 1.20359 -2.59798 0.6 0.3 0.1 0.27
H 1.10266 2.11917 -1.39585 -0.9 -1.7 -0.6 0.24
H -0.27333 -1.72773 1.79384 -0.9 -1.3 0.7 0.36
H 1.10881 -0.78569 1.54430 1.2 0.7 1.2 0.37
H 0.81209 -1.79591 0.28244 -0.7 -0.6 -0.1 0.36
```
Positions in Å, forces in eV/Å.

Below is a molecular structure, C4H5ClO2S at a distorted geometry, with properties calculated with ωB97M-V/def2-TZVPD.

Values from the calculation:
frontier orbital gap = 8.49 eV
DFT total energy = -1164.15403 hartree
energy above the lowest of the compared OMol25 structures with the same formula, charge and spin = 3.475 eV

XYZ file:
```
13
Properties=species:S:1:pos:R:3:forces:R:3:mulliken_charge:R:1
C 0.91307 0.00016 0.46154 3.0 -1.2 1.3 0.45
C 1.97731 -0.61516 -0.41611 0.0 -6.6 -2.2 0.06
C -0.20532 0.41360 -0.33504 -1.0 3.3 -0.6 -0.12
C -1.12040 -0.60185 -0.85944 3.3 -0.5 -0.9 -0.40
H 1.40956 1.81406 0.98502 -0.7 1.4 -0.3 0.29
H 0.54782 -0.83997 1.13559 0.8 1.2 -0.6 0.28
H 2.91286 0.13296 -0.99417 -2.9 -2.5 1.8 0.25
H -0.51250 -1.27223 -1.47068 -0.2 -1.0 0.7 0.25
H -1.81884 -0.23935 -1.49824 -2.2 1.5 -1.6 0.40
O 1.70171 0.93528 1.15439 -0.3 -0.9 0.9 -0.50
O 1.79086 -1.93063 -0.53024 2.3 7.1 -0.3 -0.51
S -0.57742 1.98464 -0.39564 0.1 0.5 -0.4 -0.31
Cl -1.80168 -1.09220 0.59257 -2.1 -2.2 2.1 -0.12
```
Positions in Å, forces in eV/Å.